a:
26
Properties=species:S:1:pos:R:3:lowdin_charge:R:1 method="wB97M-V/def2-TZVPD" gap_ev="7.616 / 7.616"
C 1.500 0.786 0.775 -0.2096
C -0.825 1.902 -0.188 -0.0695
C -0.515 0.523 0.377 -0.4136
N 1.959 -0.258 1.652 -0.0251
C -1.081 0.159 1.592 0.0017
H 1.216 -0.602 2.252 0.0525
H 2.739 0.050 2.223 0.0711
H 2.340 1.168 0.198 0.0775
H 1.189 1.695 1.302 0.0916
H -1.861 1.937 -0.532 0.0865
H -0.691 2.661 0.586 0.0820
H -0.174 2.164 -1.027 0.0792
H -1.545 -0.801 1.767 0.0441
H -0.921 0.779 2.469 0.0600
C -1.270 -0.442 -1.909 -0.0514
C -0.370 -2.018 -0.182 -0.0601
C -0.287 -0.584 -0.733 -0.5551
C 1.121 -0.247 -1.078 0.0749
H -0.064 -2.723 -0.962 0.0854
H -1.128 0.490 -2.458 0.0734
H -1.121 -1.261 -2.618 0.0818
H -2.305 -0.476 -1.558 0.0898
H 0.298 -2.153 0.668 0.0730
H -1.388 -2.267 0.126 0.0806
H 1.293 0.508 -1.839 0.0868
H 1.890 -0.989 -0.902 0.0924


b:
26
Properties=species:S:1:pos:R:3:lowdin_charge:R:1 method="wB97M-V/def2-TZVPD" gap_ev=10.268
H 2.625 -2.014 1.385 0.0670
N 1.630 -1.782 1.357 0.1044
C 1.179 -1.488 0.224 -0.4195
C 1.941 -1.568 -1.072 -0.0500
C -0.557 -1.588 0.167 -0.1750
C -1.711 -1.170 -0.746 -0.1268
H 2.199 -2.608 -1.289 0.0849
H 2.858 -0.985 -0.996 0.0778
H 1.364 -1.187 -1.912 0.0722
H -0.520 -2.680 0.080 0.0898
H -0.818 -1.419 1.213 0.0920
H -1.382 -1.044 -1.777 0.0734
H -2.152 -0.236 -0.404 0.0449
H -2.485 -1.938 -0.716 0.0751
C -2.308 2.464 0.586 -0.0095
C -1.128 1.937 0.879 -0.1993
C -0.107 1.539 -0.130 -0.2791
C 1.319 1.563 0.347 -0.1100
H -2.589 2.690 -0.433 0.0573
H -3.028 2.714 1.349 0.0475
H -0.871 1.718 1.909 0.1065
H -0.274 0.427 -0.349 0.0629
H -0.243 2.097 -1.061 0.1166
H 1.507 2.320 1.109 0.0762
H 2.021 1.696 -0.475 0.0718
H 1.532 0.540 0.753 0.0490


b takes first place; second place is 216.9 kJ/mol up.


a:
6
Properties=species:S:1:pos:R:3:lowdin_charge:R:1 method="wB97M-V/def2-TZVPD" gap_ev=10.100
C 0.535 0.292 1.399 0.1877
C 0.290 0.127 0.201 -0.0814
C -0.302 -0.169 -0.992 -0.2991
O -1.286 0.504 -1.332 0.0353
H 0.833 0.271 2.398 0.0257
H -0.071 -1.026 -1.675 0.1319


b:
6
Properties=species:S:1:pos:R:3:lowdin_charge:R:1 method="wB97M-V/def2-TZVPD" gap_ev=9.082
C -0.372 0.339 -0.789 -0.0126
C 0.550 -0.564 -0.403 -0.0873
C 0.634 -0.572 0.934 -0.2275
O 0.739 -0.635 2.080 0.2115
H -0.905 0.949 -0.056 0.0642
H -0.655 0.524 -1.823 0.0517


c:
6
Properties=species:S:1:pos:R:3:lowdin_charge:R:1 method="wB97M-V/def2-TZVPD" gap_ev=10.562
C 1.360 -0.458 0.034 0.1409
C 0.324 -0.401 -0.589 -0.0596
C -0.961 0.198 -0.208 -0.3122
O -1.092 1.393 -0.189 0.0556
H 2.095 -0.232 0.769 0.0531
H -1.726 -0.499 0.184 0.1222


b takes first place; second place is 21.0 kJ/mol up.